{"formula": "C4H7NO2", "method": "wB97M-V/def2-TZVPD", "species": ["C", "C", "N", "O", "C", "C", "O", "H", "H", "H", "H", "H", "H", "H"], "positions_angstrom": [[1.24, -1.50, 0.48], [0.24, -0.62, -0.23], [-1.14, -1.05, -0.33], [-1.45, -1.90, 0.48], [0.42, 0.67, -0.57], [-0.74, 1.62, -0.70], [-1.00, 2.08, 0.62], [1.12, -2.56, 0.23], [2.25, -1.17, 0.25], [1.07, -1.39, 1.56], [-1.15, 1.29, 1.15], [1.39, 1.13, -0.40], [-0.52, 2.50, -1.30], [-1.61, 1.11, -1.12]], "e_homo_ha": [-0.3385, -0.3385], "gap_ev": [8.570, 8.570], "molar_mass_g_mol": 101.1, "smiles": "C/C(=C/CO)N=O", "lumo_energy_ev": [-0.64, -0.64], "de_lowest_kj_mol": 389.9}

{"formula": "C4H7NO2", "method": "wB97M-V/def2-TZVPD", "species": ["C", "C", "N", "O", "C", "C", "O", "H", "H", "H", "H", "H", "H", "H"], "positions_angstrom": [[-0.66, 0.05, -1.67], [-0.02, 0.00, -0.49], [0.98, -0.95, -0.14], [0.81, -2.05, -1.00], [-0.25, 1.00, 0.59], [-0.40, 0.57, 1.98], [0.74, 1.30, 1.55], [-0.62, -0.76, -2.39], [-1.21, 0.95, -1.89], [1.27, 0.05, -0.87], [1.51, -2.66, -0.73], [-0.83, 1.85, 0.23], [-1.09, 1.11, 2.63], [-0.21, -0.47, 2.23]], "e_homo_ha": -0.3089, "gap_ev": 9.257, "molar_mass_g_mol": 101.1, "lumo_energy_ev": 0.85, "de_lowest_kj_mol": 633.8}

{"formula": "C4H7NO2", "method": "wB97M-V/def2-TZVPD", "species": ["C", "C", "C", "C", "N", "O", "O", "H", "H", "H", "H", "H", "H", "H"], "positions_angstrom": [[-0.37, 0.72, -1.15], [-0.79, 0.62, 0.07], [0.67, -0.35, -1.32], [0.76, -0.97, 0.10], [-1.69, 2.05, 1.92], [-0.21, -0.26, 0.88], [-1.93, 1.53, 0.71], [-0.86, 1.21, -1.94], [0.39, -1.08, -2.03], [1.64, 0.20, -1.65], [0.60, -2.08, 0.08], [1.82, -0.96, 0.47], [-1.76, 3.03, 1.84], [-2.29, 1.66, 2.66]], "e_homo_ha": -0.3108, "gap_ev": 9.510, "molar_mass_g_mol": 101.1, "smiles": "NOC1=CCCO1", "lumo_energy_ev": 1.05, "de_lowest_kj_mol": 460.3}

{"formula": "C4H7NO2", "method": "wB97M-V/def2-TZVPD", "species": ["C", "C", "C", "N", "C", "O", "O", "H", "H", "H", "H", "H", "H", "H"], "positions_angstrom": [[0.31, 1.52, -0.14], [0.09, 0.21, -0.88], [0.79, -0.96, -0.19], [-0.20, -1.29, 0.82], [-1.41, -0.69, 0.51], [-2.39, -0.60, 1.20], [-1.30, -0.15, -0.74], [0.17, 1.37, 0.94], [-0.42, 2.27, -0.47], [1.33, 1.89, -0.30], [0.31, 0.30, -1.94], [1.75, -0.69, 0.25], [0.95, -1.81, -0.87], [0.03, -1.37, 1.80]], "e_homo_ha": -0.3710, "gap_ev": 10.872, "molar_mass_g_mol": 101.1, "smiles": "C[C@H]1CNC(=O)O1", "lumo_energy_ev": 0.78, "de_lowest_kj_mol": 19.1}

{"formula": "C4H7NO2", "method": "wB97M-V/def2-TZVPD", "species": ["O", "C", "C", "N", "C", "C", "O", "H", "H", "H", "H", "H", "H", "H"], "positions_angstrom": [[-0.38, -1.67, -0.40], [-0.78, -0.03, 0.88], [0.68, -0.12, 1.09], [1.16, -0.10, -0.24], [0.32, 0.67, -1.10], [-1.03, 0.70, -0.39], [-2.07, 1.20, -0.77], [-1.29, -1.90, -0.28], [-1.51, 0.07, 1.71], [1.09, 0.75, 1.63], [0.90, -1.03, 1.65], [2.02, -0.51, -0.52], [0.18, 0.26, -2.10], [0.70, 1.70, -1.15]], "e_homo_ha": [-0.3059, -0.3059], "gap_ev": [7.147, 7.146], "molar_mass_g_mol": 101.1, "lumo_energy_ev": [-1.18, -1.18], "de_lowest_kj_mol": 489.2}

{"formula": "C4H7NO2", "method": "wB97M-V/def2-TZVPD", "species": ["C", "C", "C", "O", "C", "O", "N", "H", "H", "H", "H", "H", "H", "H"], "positions_angstrom": [[1.40, -1.04, 0.29], [0.42, 0.03, -0.08], [0.81, 1.21, -0.59], [-0.83, -1.17, -1.43], [-1.02, -0.20, 0.37], [-1.33, -1.29, 0.84], [-1.90, 0.84, 0.34], [2.42, -0.67, 0.20], [1.22, -1.38, 1.31], [1.27, -1.91, -0.37], [0.13, 2.00, -0.89], [1.87, 1.41, -0.75], [-2.80, 0.65, 0.76], [-1.58, 1.79, 0.39]], "e_homo_ha": [-0.3726, -0.3653], "gap_ev": [7.975, 8.465], "molar_mass_g_mol": 101.1, "lumo_energy_ev": [-2.16, -1.48], "de_lowest_kj_mol": 602.3}

{"formula": "C4H7NO2", "method": "wB97M-V/def2-TZVPD", "species": ["C", "C", "N", "O", "C", "C", "O", "H", "H", "H", "H", "H", "H", "H"], "positions_angstrom": [[-1.39, -1.09, -0.30], [-0.35, -0.03, -0.06], [-0.59, 1.06, 0.56], [-1.91, 1.12, 0.99], [1.04, -0.17, -0.59], [2.15, 0.48, 0.10], [1.99, -0.93, 0.16], [-2.27, -0.64, -0.78], [-1.00, -1.89, -0.93], [-1.73, -1.51, 0.65], [-1.97, 2.01, 1.37], [1.12, -0.35, -1.66], [3.00, 0.86, -0.47], [1.94, 1.00, 1.04]], "e_homo_ha": -0.3629, "gap_ev": 10.832, "molar_mass_g_mol": 101.1, "smiles": "C/C(=N\\O)[C@H]1CO1", "lumo_energy_ev": 0.96, "de_lowest_kj_mol": 345.2}

{"formula": "C4H7NO2", "method": "wB97M-V/def2-TZVPD", "species": ["C", "C", "C", "O", "C", "O", "N", "H", "H", "H", "H", "H", "H", "H"], "positions_angstrom": [[-1.10, -1.00, 1.03], [-0.31, -0.13, 0.04], [-1.02, 1.14, -0.31], [-2.20, 1.32, -0.13], [1.18, -0.03, 0.21], [1.88, -0.42, 1.11], [1.64, 0.30, -1.14], [-1.24, -0.48, 1.99], [-2.10, -1.20, 0.63], [-0.59, -1.94, 1.24], [0.01, -0.36, -1.06], [-0.41, 1.87, -0.88], [2.36, -0.33, -1.45], [1.89, 1.27, -1.29]], "e_homo_ha": -0.3630, "gap_ev": 10.439, "molar_mass_g_mol": 101.1, "smiles": "C[C@@H](C=O)C(N)=O", "lumo_energy_ev": 0.56, "de_lowest_kj_mol": 210.8}

{"formula": "C4H7NO2", "method": "wB97M-V/def2-TZVPD", "species": ["O", "C", "C", "N", "C", "C", "O", "H", "H", "H", "H", "H", "H", "H"], "positions_angstrom": [[0.58, 1.72, 0.45], [0.28, 0.67, -0.38], [1.24, -0.49, -0.08], [0.35, -1.62, 0.25], [-0.74, -0.99, -0.39], [-1.44, 0.07, 0.35], [-1.35, 0.22, 1.57], [-0.02, 2.48, 0.37], [0.12, 0.98, -1.41], [1.88, -0.24, 0.77], [1.83, -0.69, -0.98], [0.14, -1.61, 1.24], [-0.69, -1.14, -1.48], [-2.16, 0.63, -0.28]], "e_homo_ha": -0.3180, "gap_ev": 9.224, "molar_mass_g_mol": 101.1, "lumo_energy_ev": 0.57, "de_lowest_kj_mol": 440.1}

{"formula": "C4H7NO2", "method": "wB97M-V/def2-TZVPD", "species": ["N", "C", "O", "C", "C", "C", "O", "H", "H", "H", "H", "H", "H", "H"], "positions_angstrom": [[-0.14, 1.12, 2.20], [0.29, 0.28, 1.22], [1.28, -0.41, 1.34], [-0.56, 0.26, -0.05], [0.33, -0.16, -1.20], [0.94, -1.51, -1.22], [-0.49, -0.67, -2.28], [0.35, 1.11, 3.08], [-0.99, 1.66, 2.12], [-1.05, 1.22, -0.22], [-1.34, -0.50, 0.08], [0.97, 0.67, -1.53], [0.29, -2.13, -0.57], [0.13, -0.95, -2.98]], "e_homo_ha": -0.3185, "gap_ev": 9.259, "molar_mass_g_mol": 101.1, "lumo_energy_ev": 0.59, "de_lowest_kj_mol": 414.1}

{"formula": "C4H7NO2", "method": "wB97M-V/def2-TZVPD", "species": ["C", "C", "C", "C", "N", "O", "O", "H", "H", "H", "H", "H", "H", "H"], "positions_angstrom": [[0.70, -0.19, -0.81], [0.82, 0.83, 0.25], [-1.72, -0.59, 0.22], [-0.85, 0.26, -0.69], [2.44, 0.09, 0.74], [2.46, -0.54, 1.74], [-1.34, 1.00, -1.54], [0.80, -1.25, -0.59], [1.06, 0.12, -1.79], [1.14, 1.81, -0.09], [0.35, 0.85, 1.23], [-2.15, 0.05, 0.99], [-2.53, -1.03, -0.37], [-1.17, -1.39, 0.70]], "e_homo_ha": [-0.3000, -0.3001], "gap_ev": [8.160, 8.154], "molar_mass_g_mol": 101.1, "lumo_energy_ev": [0.00, -0.01], "de_lowest_kj_mol": 527.4}

{"formula": "C4H7NO2", "method": "wB97M-V/def2-TZVPD", "species": ["O", "N", "C", "C", "C", "C", "O", "H", "H", "H", "H", "H", "H", "H"], "positions_angstrom": [[0.79, -1.28, 1.98], [-0.37, -1.39, 1.19], [-0.26, -0.61, 0.20], [-1.21, -0.23, -0.91], [-0.25, 0.95, -1.24], [0.77, 0.43, -0.19], [1.09, 1.36, 0.81], [0.60, -1.89, 2.71], [-2.22, 0.04, -0.58], [-1.29, -0.99, -1.70], [-0.65, 1.92, -0.93], [0.11, 1.00, -2.26], [1.67, -0.01, -0.65], [1.33, 0.83, 1.59]], "e_homo_ha": -0.3636, "gap_ev": 10.732, "molar_mass_g_mol": 101.1, "smiles": "O/N=C1/CC[C@H]1O", "lumo_energy_ev": 0.84, "de_lowest_kj_mol": 311.9}

{"formula": "C4H7NO2", "method": "wB97M-V/def2-TZVPD", "species": ["C", "C", "C", "C", "N", "O", "O", "H", "H", "H", "H", "H", "H", "H"], "positions_angstrom": [[-0.95, -1.19, 0.21], [0.34, -0.91, 0.37], [-1.95, -0.10, -0.03], [1.96, 0.78, -0.27], [0.88, 0.34, 0.55], [-1.28, 1.07, -0.48], [-0.37, 1.48, 0.45], [-1.30, -2.20, 0.20], [1.09, -1.69, 0.43], [-2.61, -0.35, -0.88], [-2.57, 0.11, 0.85], [2.86, 0.24, 0.06], [1.80, 0.58, -1.34], [2.11, 1.84, -0.11]], "e_homo_ha": [-0.2168, -0.3172], "gap_ev": [6.896, 6.746], "molar_mass_g_mol": 101.1, "lumo_energy_ev": [1.00, -1.88], "s2": 2.033, "multiplicity": 3, "de_lowest_kj_mol": 363.6}

{"formula": "C4H7NO3", "method": "wB97M-V/def2-TZVPD", "species": ["O", "C", "N", "C", "C", "C", "O", "H", "H", "H", "H", "H", "H", "O", "H"], "positions_angstrom": [[2.01, 2.03, -0.59], [1.34, 1.03, -0.53], [-0.85, 1.10, 0.03], [-0.88, -0.06, 0.87], [-0.66, -1.38, 0.18], [0.48, -0.71, 0.88], [1.48, 0.18, 0.48], [-1.10, 1.98, 0.47], [-1.44, -0.03, 1.81], [-1.09, -2.27, 0.64], [-0.78, -1.38, -0.90], [0.82, -1.20, 1.80], [-0.82, 0.83, -1.22], [0.74, 0.42, -2.03], [0.74, -0.54, -1.89]], "e_homo_ha": -0.3344, "gap_ev": 9.767, "molar_mass_g_mol": 117.1, "lumo_energy_ev": 0.67, "de_lowest_kj_mol": 485.8}

{"formula": "C4H7NO3", "method": "wB97M-V/def2-TZVPD", "species": ["C", "C", "C", "N", "C", "O", "O", "O", "H", "H", "H", "H", "H", "H", "H"], "positions_angstrom": [[0.09, -0.13, -0.34], [1.26, -1.11, -0.36], [0.36, 1.08, -1.06], [-1.20, -0.57, -0.79], [-0.31, 0.47, 1.35], [-0.31, 1.92, 0.89], [0.59, 1.89, -1.83], [-1.39, 0.01, 1.77], [-1.27, 2.10, 0.80], [-1.17, -1.42, -1.33], [-1.89, -0.56, -0.03], [0.60, 0.40, 1.98], [2.15, -0.66, 0.09], [1.52, -1.43, -1.37], [0.97, -1.98, 0.23]], "e_homo_ha": -0.3238, "gap_ev": 9.016, "molar_mass_g_mol": 117.1, "lumo_energy_ev": 0.21, "de_lowest_kj_mol": 378.6}

{"formula": "C4H7NO3", "method": "wB97M-V/def2-TZVPD", "species": ["C", "C", "C", "C", "N", "O", "O", "O", "H", "H", "H", "H", "H", "H", "H"], "positions_angstrom": [[2.42, -0.57, 0.50], [-2.10, 0.61, 0.00], [1.19, 0.23, 0.01], [-2.73, -0.37, 0.34], [0.86, -0.07, -1.27], [-1.51, 1.63, -0.59], [-3.65, -1.20, 0.79], [0.84, 1.23, 0.62], [-0.68, 1.84, -0.11], [-4.27, -0.75, 1.38], [1.41, -0.71, -1.83], [0.03, 0.35, -1.66], [3.24, -0.35, -0.18], [2.71, -0.23, 1.49], [2.24, -1.64, 0.50]], "e_homo_ha": -0.3213, "gap_ev": 9.396, "molar_mass_g_mol": 117.1, "smiles": "CC(N)=O.OC#CO", "lumo_energy_ev": 0.65, "de_lowest_kj_mol": 362.8}

{"formula": "C4H7NO3", "method": "wB97M-V/def2-TZVPD", "species": ["C", "C", "C", "C", "H", "H", "H", "H", "H", "H", "H", "N", "O", "O", "O"], "positions_angstrom": [[0.07, 1.44, 0.80], [0.02, 0.62, -0.58], [1.01, -0.56, -0.69], [-0.17, -1.32, -0.10], [-0.75, 2.18, 0.54], [-0.43, 0.76, 1.70], [1.18, 1.91, 0.93], [0.19, 0.95, -1.60], [1.21, -0.95, -1.74], [1.83, -0.89, 1.17], [-2.93, -0.78, -0.52], [-1.00, -0.38, -0.62], [2.19, -0.50, 0.01], [-0.29, -2.31, 0.68], [-2.12, -0.19, 0.02]], "e_homo_ha": -0.3573, "gap_ev": 10.042, "molar_mass_g_mol": 117.1, "lumo_energy_ev": 0.32, "de_lowest_kj_mol": 693.5}